Record 1
DFT (the ωB97M-V functional and the def2-TZVPD basis) results for C12H21GdI2N2O as an isolated structure in a non-equilibrium geometry.

**Max |F|**: 3.7 eV/Å
**2S+1**: 8
**HOMO (spin up / spin down)**: 1.18 / 2.40 eV
**Calculated total energy**: -54845.835 eV
**Frontier orbital gap (spin up / spin down)**: 3.76 / 2.55 eV
**ΔE to the lowest compared entry with this formula, charge and spin**: 0.000 eV
**Charge**: -2

Cartesian coordinates (Å):
Gd 1.510 -1.498 -0.079
I 1.905 1.337 0.230
I 3.139 -3.531 1.021
O -0.594 -1.392 -0.784
N -1.461 1.190 -1.724
N 0.226 1.236 -3.088
C 0.063 -0.430 3.041
C -2.377 0.814 -0.672
C -0.483 0.406 -2.281
C 0.930 0.355 4.000
C 0.926 -0.715 1.851
C -0.258 -1.826 3.543
C -0.266 -0.963 -2.008
C -1.197 0.333 2.689
C -1.385 2.458 -2.243
C 1.543 0.971 -3.634
C -0.334 2.487 -3.090
C 0.466 -1.895 -2.885
H -1.827 0.475 3.579
H -0.884 -1.813 4.445
H -2.064 3.236 -1.958
H 0.663 -2.382 3.757
H -2.366 -0.267 -0.535
H 1.511 -1.589 -3.092
H 1.579 0.023 -4.168
H 2.335 1.020 -2.870
H 1.249 1.292 3.539
H -0.795 -2.385 2.768
H -0.960 1.317 2.276
H 1.935 -0.989 2.248
H 0.414 0.588 4.937
H -3.382 1.142 -0.956
H -1.784 -0.215 1.949
H -2.104 1.294 0.274
H 0.082 3.281 -3.680
H -0.041 -2.013 -3.864
H 1.728 1.771 -4.354
H 0.524 -2.913 -2.428
H 1.833 -0.210 4.248

Record 2
DFT (the ωB97M-V functional and the def2-TZVPD basis) results for a 7-piece molecular cluster, C12H22Cl2F2N4O14 overall in a non-equilibrium geometry.

**Max |F|**: 1.7 eV/Å
**HOMO**: -10.20 eV
**Calculated total energy**: -77894.927 eV
**Frontier orbital gap**: 10.33 eV
**ΔE to the lowest compared entry with this formula, charge and spin**: 0.061 eV

Cartesian coordinates (Å):
Cl -0.206 -3.119 -1.060
Cl -1.036 -0.059 -2.379
F -2.327 -2.570 6.129
F -3.292 3.890 0.170
O -2.616 1.075 1.417
O -1.209 3.658 1.018
O 3.833 1.807 -2.008
O -2.582 -2.303 3.915
O 6.098 -1.720 -1.070
O 0.865 2.740 1.078
O -4.617 0.652 2.090
O -1.118 -2.631 2.233
O 6.138 0.383 -0.591
O 3.537 -3.827 -4.352
O 1.777 1.211 -2.291
O -1.669 -4.310 3.621
O -0.042 3.420 -0.858
O 3.121 -1.876 -3.537
N -3.640 1.362 2.006
N 5.570 -0.679 -0.729
N 2.709 1.971 -2.445
N 2.781 -2.950 -3.994
C -3.673 2.622 2.809
C -1.694 -3.030 3.188
C 2.442 3.231 -3.174
C -3.011 -3.022 5.015
C -0.794 -0.462 -0.621
C 4.114 -0.734 -0.432
C -0.038 3.211 0.477
C 1.329 -3.220 -4.116
C -1.982 4.197 -0.031
C 0.296 -1.490 -0.528
C -2.591 -4.455 4.693
C -1.395 3.629 -1.311
H -0.622 0.409 -0.003
H -4.631 3.077 2.562
H 1.772 3.853 -2.594
H -3.477 -4.951 4.279
H 1.149 -3.790 -5.022
H -1.738 -0.951 -0.404
H 0.991 -3.709 -3.208
H 3.401 3.707 -3.355
H 1.197 -1.212 -1.072
H 3.687 0.223 -0.749
H 3.666 -1.578 -0.937
H 2.053 2.969 -4.156
H -4.065 -2.912 5.254
H -2.839 3.280 2.635
H 4.011 -0.744 0.653
H -2.266 -5.060 5.532
H -1.734 2.688 -1.743
H -1.384 4.406 -2.074
H 0.813 -2.273 -4.260
H -1.878 5.284 -0.021
H 0.607 -1.618 0.509
H -3.793 2.302 3.842

Record 3
DFT (the ωB97M-V functional and the def2-TZVPD basis) results for C12H22CrN2S4 as an isolated structure.

**Max |F|**: 0.4 eV/Å
**2S+1**: 2
**HOMO (spin up / spin down)**: -19.05 / -19.06 eV
**Calculated total energy**: -87517.093 eV
**Frontier orbital gap (spin up / spin down)**: 6.97 / 7.62 eV
**Charge**: +3

Cartesian coordinates (Å):
Cr -0.407 0.191 -0.145
S -0.918 -0.988 1.812
S 0.812 0.680 -2.092
S -0.398 -1.952 -1.100
S 1.549 0.746 0.950
N -1.309 1.881 -0.099
N -2.872 3.372 0.183
C 2.904 0.543 -0.253
C 1.068 -0.857 -3.039
C -0.185 -3.176 0.234
C -3.632 1.022 0.480
C -1.093 -2.749 1.374
C 1.824 -0.629 2.113
C 0.543 -0.841 2.893
C 2.467 1.208 -1.545
C 1.063 -2.098 -2.166
C -0.762 3.152 -0.321
C -1.720 4.076 -0.136
C -2.622 2.074 0.196
H -1.712 5.150 -0.208
H -2.146 -2.855 1.107
H 2.114 -1.512 1.544
H 1.995 -0.755 -3.604
H 3.106 -0.521 -0.376
H 1.950 -2.179 -1.539
H 0.867 -3.210 0.517
H 3.169 1.028 -2.361
H 0.249 -0.871 -3.761
H 2.394 2.291 -1.430
H -3.780 3.784 0.365
H -3.377 0.084 -0.017
H -3.713 0.845 1.554
H 0.972 -3.001 -2.772
H -0.930 -3.343 2.274
H 0.320 0.001 3.549
H 3.796 1.022 0.154
H 0.591 -1.734 3.518
H 2.645 -0.355 2.779
H -0.479 -4.156 -0.145
H 0.267 3.303 -0.592
H -4.609 1.327 0.107

Record 4
DFT (the ωB97M-V functional and the def2-TZVPD basis) results for C12H22FeN3O5P as an isolated structure in a non-equilibrium geometry.

**Max |F|**: 9.5 eV/Å
**2S+1**: 5
**HOMO (spin up / spin down)**: -14.59 / -15.56 eV
**Calculated total energy**: -71164.341 eV
**Frontier orbital gap (spin up / spin down)**: 7.76 / 5.41 eV
**ΔE to the lowest compared entry with this formula, charge and spin**: 0.051 eV
**Charge**: +2

Cartesian coordinates (Å):
Fe 0.320 2.124 -2.597
P 0.000 -0.872 0.724
O 0.409 2.837 0.266
O 0.174 4.974 -3.006
O 0.149 -0.635 -0.762
O 3.251 2.143 -1.910
O -2.558 2.150 -1.512
N 1.090 -0.283 1.837
N -0.102 -2.536 0.876
N -1.444 -0.223 1.273
C -0.775 -3.229 1.987
C -1.521 2.223 -2.085
C 1.090 -0.650 3.267
C 2.156 2.276 -2.287
C 0.291 0.780 -4.280
C 0.543 -3.449 -0.002
C -2.732 -0.557 0.652
C 0.382 2.261 -0.750
C -1.508 0.697 2.336
C 0.289 2.084 -4.615
C 0.231 3.896 -2.623
C 2.382 0.204 1.331
H 1.535 -3.735 0.344
H 0.346 -1.408 3.513
H 0.642 -3.015 -0.974
H -0.661 0.194 -4.235
H -0.886 1.598 2.203
H -0.082 -4.341 -0.093
H 2.516 1.265 1.549
H 3.206 -0.364 1.794
H -0.111 -3.574 2.812
H -0.661 2.621 -4.887
H -1.247 -4.139 1.599
H -2.544 1.030 2.371
H 2.059 -1.066 3.567
H -2.652 -0.799 -0.402
H -3.183 -1.369 1.237
H -3.352 0.305 0.737
H -1.276 0.217 3.305
H 2.406 0.050 0.245
H 1.236 2.604 -4.928
H 1.244 0.192 -4.286
H -1.587 -2.679 2.472
H 0.935 0.199 3.934